1.
19
Properties=species:S:1:pos:R:3:forces:R:3 method="wB97M-V/def2-TZVPD" smiles="C=NOC(C)(C)CS" relative_energy_ev=3.105 energy_ev=-19733.9900 homo_lumo_gap_ev=9.65 lumo_energy_ev=0.94
C -2.232202 -1.886209 -0.173455 -0.109 1.980 -0.276
N -1.092136 -1.406391 0.121901 -0.331 -0.327 -0.412
O -1.002412 -0.079730 -0.282131 -0.467 -0.107 0.112
C 0.260638 0.552930 0.001937 0.852 -0.294 0.081
C 0.094904 1.907318 -0.685625 -2.061 0.023 0.234
C 0.430793 0.659842 1.539698 -0.468 -1.695 -1.344
C 1.411752 -0.185353 -0.749726 0.444 1.097 0.870
S 2.119968 -1.670172 -0.065099 -0.721 -1.083 0.747
H -2.498994 -2.891054 -0.046395 0.281 -1.364 0.589
H -3.029820 -1.250278 -0.571193 0.331 0.059 -0.132
H 1.024351 2.481602 -0.667346 -0.298 -0.002 -0.071
H -0.738287 2.415501 -0.091706 1.205 -0.185 -0.936
H -0.316522 1.739384 -1.731985 0.800 0.342 1.165
H 0.327060 -0.359120 1.914993 0.354 -0.127 0.054
H -0.434533 1.136302 1.954531 -0.161 0.960 0.227
H 1.396025 1.015330 1.840685 0.304 0.556 0.192
H 1.079952 -0.411707 -1.745496 -0.144 0.271 -0.577
H 2.296826 0.501876 -0.760443 -0.835 -0.394 -0.335
H 0.902639 -2.270069 0.196862 1.022 0.289 -0.187


2.
19
Properties=species:S:1:pos:R:3:forces:R:3 method="wB97M-V/def2-TZVPD" relative_energy_ev=3.699 energy_ev=-19733.3960 homo_lumo_gap_ev=9.76 lumo_energy_ev=0.83
C -1.585445 -1.513152 0.649829 2.092 -2.010 2.649
C -1.483579 -0.172361 1.371871 -0.463 -0.668 2.137
C -0.792225 -0.410127 0.071717 0.215 -0.824 1.083
C -1.331832 0.179334 -1.127855 1.376 1.474 -1.673
C 2.372116 1.593078 -0.129219 -1.943 -1.138 2.631
N 1.681404 0.418524 -0.725155 -0.540 2.483 0.698
O 1.398959 -1.980052 -0.337444 -0.910 2.011 1.432
S 0.993711 -0.658451 0.348550 0.496 -2.957 -1.306
H -0.961998 -2.366602 1.197361 -1.661 1.697 -1.480
H -2.507073 -1.802621 0.186688 -0.144 -0.117 -0.253
H -2.452785 0.394247 1.460751 1.501 -0.265 -0.184
H -0.825056 -0.286952 2.320096 -1.369 0.689 -1.652
H -1.249993 -0.436048 -2.000882 0.143 -0.668 -0.419
H -0.699254 1.043202 -1.336157 -0.395 0.423 -0.324
H -2.348779 0.466943 -1.041891 -0.958 0.353 0.338
H 3.075882 2.002614 -0.796722 0.880 0.327 -0.632
H 1.589616 2.298076 0.098424 -0.105 0.756 -0.236
H 2.752962 1.351526 0.916189 0.301 0.181 -1.370
H 2.373363 -0.121179 -1.126147 1.483 -1.747 -1.437


3.
19
Properties=species:S:1:pos:R:3:forces:R:3 method="wB97M-V/def2-TZVPD" relative_energy_ev=5.236 energy_ev=-19722.4305 homo_lumo_gap_ev="4.61 / 4.60" charge=+1 spin_multiplicity=2 lumo_energy_ev="-7.75 / -7.77"
C -0.818389 -1.383623 -0.020601 0.313 0.150 -0.014
C 0.429525 -1.858030 -0.660847 -1.101 -0.056 0.968
C 1.393719 -0.673910 -0.919051 1.002 0.545 -0.200
S 2.199520 -0.171755 0.564822 -0.846 -0.327 -0.171
C -1.616502 -0.392512 -0.624241 0.692 -0.721 1.604
N -2.317019 0.576907 0.195460 0.187 0.245 -0.771
C -1.636634 1.372835 1.182864 -0.402 -0.164 0.492
O -1.678230 -0.058982 -1.786669 0.079 0.684 -1.134
H 4.008813 1.992971 0.611768 0.213 0.127 0.155
H -1.150848 -1.808412 0.912794 -0.023 0.124 0.204
H 0.212672 -2.360729 -1.600767 0.287 0.000 -0.391
H 0.870404 -2.563516 0.031888 0.272 -0.318 -0.173
H 0.832083 0.160580 -1.337400 -0.101 0.010 -0.161
H 2.208975 -0.888462 -1.615325 -0.158 -0.219 -0.211
H 4.525280 2.215654 1.106170 -0.159 -0.058 -0.149
H -2.935362 1.112935 -0.405060 -0.623 -0.054 0.052
H -1.517033 2.401329 0.853526 0.126 0.105 -0.213
H -0.700365 0.902848 1.458335 0.056 0.012 0.093
H -2.310605 1.423866 2.052339 0.186 -0.084 0.020